The following is a DFT calculation (ωB97M-V/def2-TZVPD) of one molecule with the formula C4H8N2O.

Computed properties:
orbital gap: 9.22 eV
net charge: 0
2S+1: 1
molecular weight: 100.1 g/mol
strongest force on any atom: 0.011 hartree/bohr
SMILES: C[C@H]1NC[C@@H]1N=O

Each line ends with the Löwdin charge.
Positions of all 15 atoms, in Å:
H -1.8130 -1.7150 -0.6049  0.078
H -0.3942 0.0885 -1.5716  0.139
H 1.7499 1.5551 0.1393  0.113
N 1.8784 -0.7288 -0.7744  -0.015
H 0.7716 -1.1981 0.9592  0.144
H -2.6749 -0.1691 -0.4440  0.077
C 0.9377 1.0361 0.6653  -0.149
H 1.0676 1.1606 1.7449  0.109
C -0.5242 0.0283 -0.4812  -0.356
N -0.4211 1.3409 0.1947  -0.010
O 2.6750 -1.5240 -0.3466  0.006
H -0.4723 2.1391 -0.4288  0.103
C -1.7892 -0.7308 -0.1244  -0.062
H -1.8561 -0.8580 0.9614  0.079
C 0.7997 -0.4260 0.1817  -0.256


The following is a DFT calculation (ωB97M-V/def2-TZVPD) of a 8-piece molecular cluster, C70H79F11N4O5P overall in a non-equilibrium geometry.

Computed properties:
orbital gap: 8.40 eV
net charge: +1
2S+1: 1
molecular weight: 1296.4 g/mol
strongest force on any atom: 0.077 hartree/bohr

Each line ends with the Löwdin charge.
Positions of all 170 atoms, in Å:
H 2.8557 1.5457 1.1217  0.112
H -4.1291 4.6275 -0.8165  0.092
F -2.8704 1.2641 1.0161  0.120
C -3.8823 -3.8972 2.0487  0.107
H 3.9717 1.4590 -0.2412  0.126
H 11.4612 0.6216 6.3308  0.102
H -3.5885 3.8209 5.0279  0.085
C 10.1607 -2.9827 6.5785  -0.281
H -7.2091 -3.3617 -1.3005  0.095
C 0.7439 6.7327 5.7866  -0.020
C -9.5383 -4.8479 1.3999  -0.012
C 4.8810 -5.3918 3.7445  -0.288
H 2.9147 -4.3384 -7.9027  0.108
C -0.8459 -0.7121 0.4332  -0.133
C 6.9305 -5.8967 4.8626  -0.064
H -0.1377 5.9570 -2.3889  0.070
C 0.7739 -3.9702 2.9172  -0.185
C -2.6355 3.7864 4.4717  -0.035
N 1.8877 1.2197 -0.7810  0.010
H -2.7139 4.3101 3.4935  0.076
H 3.1472 -0.8373 1.3921  0.072
H 0.5501 -4.3882 0.7899  0.118
H 12.1647 -3.6082 6.1861  0.119
C -2.2974 7.6527 0.7425  -0.013
C 0.6873 0.7543 -0.5580  -0.193
C -1.1074 2.1396 3.2985  -0.012
C 0.8974 4.2177 -2.6605  -0.202
C 9.2800 -1.9326 6.7557  -0.022
N 0.3290 0.1159 0.6552  0.034
C -0.3067 -4.8050 -8.8430  -0.071
C -0.5384 -0.6101 -12.0788  -0.012
O 0.9148 -2.2921 1.0492  -0.173
H -9.6636 -3.1505 -1.5278  0.101
C -4.0259 -1.7322 0.3934  -0.166
C 2.1926 2.0149 -1.9868  -0.048
C -0.2105 -2.1459 0.1814  -0.120
C -2.2783 -1.1171 -1.5789  -0.115
H -3.4171 -4.5771 2.7609  0.044
H -2.8357 -0.6656 -2.4360  0.120
H 1.4703 3.5778 -0.6010  0.150
H -3.3979 0.1187 -13.7368  0.118
H 2.1914 -3.8865 1.2648  0.125
F -1.8965 2.4476 -0.5173  0.078
C -1.2804 8.0376 5.6951  -0.015
H 3.9775 -3.5030 4.1730  0.104
C -7.3195 -4.4205 0.5621  -0.024
C -1.1019 -0.2451 3.6818  -0.047
C 1.8692 -4.1185 -8.0767  -0.076
C 11.9664 -1.4613 6.2203  -0.078
H 0.9736 5.6830 -1.2832  0.053
C -3.6140 5.4758 -0.3838  -0.071
H -0.7075 3.0304 2.7723  0.120
H 1.7228 -4.2914 3.4037  0.081
C 11.4987 -2.7646 6.3150  -0.014
C 1.2676 7.6129 6.7238  -0.080
C -0.8191 -3.5587 -8.5110  -0.015
H -2.6386 -3.0498 -0.6447  0.104
C -2.4349 5.2832 0.3238  -0.028
H 5.9536 -7.2174 3.4653  0.119
C -3.8981 1.3507 -1.0997  -0.241
H -0.8640 -5.3483 2.2174  0.059
H -0.1420 3.8477 -2.4543  0.105
H -2.6090 0.1818 -9.5193  0.098
O 1.0816 0.3544 -4.8748  -0.273
H -0.8555 -4.9459 3.9650  0.069
H -1.5646 -0.9214 1.2433  0.137
C -2.2757 0.0113 -10.5361  -0.100
C -1.7944 6.3734 0.8792  -0.294
P 0.3349 -0.3418 -3.8078  0.523
C 5.8081 -3.8076 5.2739  -0.076
C 11.0947 -0.3951 6.4006  -0.095
H -0.5289 -1.2441 -5.5182  0.061
O 3.0921 4.2665 -1.6444  -0.037
F -4.7369 2.1437 -0.3416  0.069
H 1.9971 -2.0966 -7.3337  0.120
N 0.8439 5.6797 -2.3007  0.011
F -7.6405 -5.5822 2.5816  0.062
C -8.1652 -4.9516 1.5166  -0.284
H -11.1518 -4.0979 0.2031  0.108
C -3.1567 0.1898 -11.5953  -0.084
H 1.1610 -2.1532 -2.9049  0.084
H -0.9553 -5.5572 -9.2735  0.110
N -0.4710 0.7673 -1.3022  0.023
H -3.8723 8.8430 -0.0952  0.109
C -0.5226 6.9588 5.2834  -0.282
H 0.0861 -2.3385 -0.8716  0.118
H -6.2485 -4.5135 0.6837  0.084
H -1.7736 8.4867 1.1926  0.121
H 7.6477 -4.3911 6.2052  0.072
O -0.7465 -1.3070 -4.5674  -0.143
H -3.6288 -0.9125 1.0171  0.099
F -1.0309 6.1067 4.3692  0.021
H -3.9579 -2.4909 -1.6443  0.131
H -5.0815 -1.5121 0.1327  0.116
H 1.4585 0.3783 2.4174  0.130
C -4.0533 -2.9518 1.3125  -0.126
C 1.0357 -5.0854 -8.6236  -0.086
C -0.9663 -0.3856 -10.7776  -0.086
C -3.4712 7.8449 0.0260  -0.073
H -1.8246 4.3140 5.0079  0.070
F -3.7549 2.0206 -2.2864  0.081
C -0.5540 0.8952 -2.7563  -0.142
H 13.0114 -1.2778 6.0058  0.107
H -4.4409 0.3973 -1.2344  0.159
H 0.8520 1.8706 1.7049  0.121
C -2.6552 1.2159 4.9508  -0.026
C -4.1303 6.7565 -0.5345  -0.085
H 3.0274 4.9664 -0.9799  0.096
H -2.2680 8.1903 5.2782  0.118
C -2.7286 -0.0236 -12.8981  -0.016
H 2.6591 -1.0896 -0.3253  0.066
C 9.7528 -0.6302 6.6710  -0.082
H 1.3116 5.8757 5.4462  0.115
F -1.0104 -0.6363 -14.3826  0.065
H 1.7957 1.6645 -2.9507  0.089
H -10.1751 -5.2774 2.1627  0.120
H -1.5925 0.9811 -3.1457  0.123
C -10.0780 -4.1920 0.3018  -0.078
C 0.5153 8.6993 7.1521  -0.091
H -0.1177 1.8796 -3.0349  0.084
C 5.9274 -6.2630 3.9758  -0.014
F 3.9071 -5.7458 2.8782  0.042
H 5.7579 -2.8535 5.7841  0.102
C 4.8085 -4.1668 4.3790  -0.027
H 7.7600 -6.5674 5.0470  0.111
H 1.4341 -6.0593 -8.8794  0.106
C -7.8622 -3.7745 -0.5406  -0.092
H -2.5009 -0.9231 5.2154  0.107
H 0.9235 9.3825 7.8863  0.104
F 9.7044 -4.2489 6.6652  0.044
H -1.3461 9.7546 6.9771  0.108
C -9.2403 -3.6579 -0.6696  -0.098
H 9.0746 0.2012 6.8155  0.105
C -2.1355 2.3360 4.2461  -0.235
C -1.6303 0.0041 -0.7217  -0.179
H -0.9521 -2.8864 0.5629  0.122
H 0.4188 -3.0943 3.4902  0.089
H -1.8648 -3.3246 -8.6674  0.121
H 8.2359 -2.1356 6.9581  0.106
H 0.3369 -6.1247 3.3739  0.075
C 0.5502 0.8217 1.9340  -0.084
C 3.0355 1.0376 0.1530  -0.122
C 0.0231 -2.6059 -7.9730  -0.297
C 1.3614 -2.8673 -7.7535  -0.018
C -0.5660 0.8562 2.9637  -0.194
C -1.4250 -0.4239 -13.1227  -0.288
C 6.8694 -4.6708 5.5135  -0.083
O 1.4362 -1.2213 -2.9581  -0.121
H -3.4359 1.4077 5.7011  0.116
F -0.4742 -1.3854 -7.6524  0.030
H 1.1657 4.0809 -3.7246  0.133
H -2.0125 4.2983 0.4462  0.085
H 4.3520 -0.7322 0.0111  0.085
H 0.4755 -0.9277 -12.2869  0.118
C -0.7585 8.9101 6.6401  -0.078
H -0.7050 -1.2490 3.4690  0.091
C 1.1103 -3.6650 1.4187  -0.190
C -2.5523 1.2495 -0.3061  -0.316
C 1.8528 3.5272 -1.6507  -0.318
F -0.6519 6.1819 1.5682  0.044
H -5.0478 6.9085 -1.0893  0.105
C -2.1229 -0.0588 4.6502  -0.061
C -3.2259 -2.1376 -0.8829  -0.152
H -0.2801 -0.5203 -9.9521  0.089
C -0.2050 -5.2021 3.0960  -0.095
H 2.2618 7.4513 7.1204  0.106
C 3.3196 -0.5105 0.3529  -0.039
H 3.2938 2.0335 -2.1402  0.145
H -4.1781 0.4953 -11.4065  0.104
H -1.4901 -1.7173 -2.0858  0.105


The following is a DFT calculation (ωB97M-V/def2-TZVPD) of C22H44BrIN2O10P2Zr as an isolated structure in a non-equilibrium geometry.

Computed properties:
orbital gap: 2.99 eV
net charge: +4
2S+1: 1
molecular weight: 856.6 g/mol
strongest force on any atom: 0.073 hartree/bohr

Each line ends with the Löwdin charge.
Positions of all 83 atoms, in Å:
H -6.7529 -2.8090 0.2729  0.103
C 1.9034 0.6726 1.7222  -0.215
C -0.2077 -3.0463 1.7437  -0.221
C -3.4038 -1.4794 -2.1463  -0.049
H -5.4856 -0.5526 1.3207  0.105
H 0.9415 5.5863 -0.0980  0.088
H 0.7069 2.1988 2.7237  0.085
H -2.6593 -3.0238 0.8401  0.080
C -4.5669 -1.1104 1.4567  -0.085
N 0.9131 -0.3073 1.1643  -0.196
H -4.2584 1.1943 -3.2056  0.173
C 2.3610 4.3552 2.5716  -0.214
C 2.7719 2.3288 -1.9438  -0.345
H 0.7586 -0.8074 4.2938  0.096
H 3.1706 4.8816 3.0739  0.142
H -6.1742 -1.4677 -0.6787  0.085
H -1.3584 3.2513 0.0996  0.127
H 3.4258 0.6772 -0.7756  0.111
H 1.1970 2.6135 1.0165  0.081
H 2.2003 0.3212 2.7095  0.097
H 2.8310 0.7182 1.1703  0.102
H 0.5852 -2.4167 -0.9590  0.094
H -4.5359 -1.3218 2.5266  0.060
H 1.5977 -1.5668 -1.9925  0.111
O 1.8724 3.2132 -1.2985  -0.033
H 5.8788 -0.5397 -0.1597  0.122
C -4.6651 -2.3980 0.6217  -0.379
C 2.6934 2.8763 2.4789  -0.133
H 3.0166 2.4914 3.4382  0.127
H 2.7334 0.2400 -2.3157  0.126
C 0.8437 -0.4278 -0.2823  -0.483
P 0.9403 -1.6512 2.2137  1.085
H 2.7945 -3.2314 -1.1056  0.141
H 3.7645 2.6614 -1.6715  0.154
O 1.3157 0.7451 -0.8149  -0.185
C 3.8796 -1.8766 0.0502  -0.091
H -4.2345 -2.1477 -2.3414  0.158
H -2.9032 -1.4491 -3.1037  0.091
C 2.5916 0.8613 -1.4390  -0.101
H 1.9731 1.7675 -3.9232  0.051
H -2.5139 -3.9102 -2.1188  0.118
H -3.5296 -3.9087 -0.3538  0.139
C -2.5415 -2.1406 -1.0722  -0.454
H 4.4317 -2.6088 0.6345  0.149
O -4.6532 0.4053 -2.8087  0.218
C 2.5551 -2.5093 -0.3310  -0.160
H -4.9125 -3.1403 1.3764  0.133
H 3.4620 2.7759 1.7190  0.128
C -0.7610 -0.3825 -0.8215  -0.698
H 2.2270 -3.1410 0.4954  0.086
H -3.7765 -0.4515 1.1430  -0.052
H -1.1832 -3.0308 2.2773  -0.046
O -3.6234 0.5544 -0.8420  -0.026
H 0.2819 -3.9338 2.1319  0.077
Zr -1.9009 -1.9003 3.9475  1.528
C 0.9982 5.4582 0.9742  -0.103
H 0.1654 4.8288 1.3115  0.064
H 3.8581 -0.9828 0.6637  0.094
O 2.2401 4.8940 1.2781  -0.165
I -0.6940 0.2104 -2.9226  1.377
C 1.4012 -1.6933 -0.9374  -0.112
H 1.4549 4.5266 3.1472  0.125
O -1.5380 -1.3536 -0.4150  -0.133
H -1.2408 -2.9386 -2.4599  0.085
N -1.8397 -3.2762 -1.7137  0.131
O 0.0324 -1.0280 3.6893  -0.493
H 2.4274 3.4796 -3.6930  0.100
H -0.3716 -3.2162 0.6847  0.049
H 0.8996 6.4418 1.4305  0.110
Br -2.0131 1.1346 2.0635  0.690
C 2.6760 2.4503 -3.4640  -0.010
P -1.7632 1.2062 -0.1447  0.821
C -3.8752 -0.0985 -1.8548  -0.454
O -1.0583 2.5351 -0.5031  -0.149
C -5.9073 -2.4446 -0.2894  -0.023
H -5.7414 -3.1370 -1.1066  0.090
H 1.1754 3.4425 -1.9138  0.082
C 1.4524 2.1063 1.9400  -0.194
C -3.3625 -2.9084 0.0150  -0.070
O 4.4044 -2.1054 -2.2784  0.134
O 5.8217 -0.9031 -1.0465  0.163
C 4.7160 -1.6445 -1.2020  -0.514
H 3.6639 2.3133 -3.8834  0.104